62
Properties=species:S:1:pos:R:3 method="wB97M-V/def2-TZVPD" lumo_ev=-0.7 total_charge=0 homo_energy_ev=-9.00 homo_lumo_gap_ev=8.27 spin_multiplicity=1 e_tot_ha=-2180.5653 smiles="O=C(I)C[SiH2]CCCS(=O)(=O)O.C1CCOC1.C1CCOC1.C1CCOC1"
O -0.78439 4.94148 6.01185
C -1.90173 4.34123 6.49545
I -3.45550 3.89053 4.96692
C -2.05424 3.95418 8.08170
Si -1.76475 2.08928 8.47819
C -0.16866 1.33183 7.71231
C -0.03419 1.48628 6.08577
C 0.34267 0.04891 5.31833
S -1.03283 -1.24079 5.48690
O -0.61685 -2.28249 6.56836
O -1.06564 -1.98910 4.09847
O -2.58846 -0.57737 5.70274
H -1.38135 4.70055 8.70045
H -3.17508 4.19230 8.41289
H -2.99247 1.33010 8.19395
H -1.59188 2.00794 9.95108
H -0.20466 0.16151 7.93980
H 0.75615 1.75716 8.31819
H 0.91866 2.18032 5.89750
H -0.99517 1.88112 5.54181
H 1.37129 -0.39863 5.67812
H 0.37480 0.31875 4.15627
H -2.70614 0.29893 5.23152
C -2.28966 -2.12126 0.34874
C -1.01670 -2.60056 0.99726
C 0.01959 -2.26591 -0.05333
O -0.45561 -1.10714 -0.75231
C -1.82407 -0.88311 -0.38576
H -3.09520 -1.91797 1.05886
H -2.64531 -2.87007 -0.36899
H -0.82463 -2.02257 1.90892
H -1.02972 -3.66109 1.26112
H 0.12297 -3.07676 -0.78216
H 1.00262 -2.05776 0.37886
H -1.85576 -0.00143 0.26360
H -2.41699 -0.67836 -1.28142
C 0.92694 -1.93310 -5.13359
C 0.66890 -2.59383 -3.80409
C 0.24345 -3.98537 -4.21912
O 0.92373 -4.27964 -5.44702
C 1.51179 -3.06935 -5.94363
H 1.59100 -1.06721 -5.07256
H -0.02182 -1.60780 -5.57673
H 1.60045 -2.64419 -3.22809
H -0.08152 -2.08163 -3.19660
H -0.83319 -4.03015 -4.41454
H 0.49373 -4.74137 -3.46926
H 2.59547 -3.14151 -5.80062
H 1.30669 -2.97152 -7.01324
C 2.80352 3.10086 -6.81542
C 2.03860 2.74162 -8.06305
C 2.07396 1.22919 -8.03191
O 2.11355 0.84221 -6.65140
C 2.38063 2.00747 -5.85890
H 2.58553 4.10374 -6.43967
H 3.88084 3.03289 -7.00808
H 1.00356 3.09295 -7.97744
H 2.46712 3.15967 -8.97745
H 2.97852 0.84273 -8.51335
H 1.20198 0.77945 -8.51547
H 1.45610 2.27433 -5.33540
H 3.14935 1.77955 -5.11538


72
Properties=species:S:1:pos:R:3 method="wB97M-V/def2-TZVPD" lumo_ev=-0.3 total_charge=0 homo_energy_ev=-8.32 homo_lumo_gap_ev=8.04 spin_multiplicity=1 e_tot_ha=-1907.3234 smiles="Oc1ccc(O)cc1.NC(N)=O.NC(N)=O.NC(N)=O.NC(N)=O.NC(N)=O.CC#N.CC#N.CC#N"
C 0.56518 0.36576 -0.02040
O 1.09811 -0.29467 0.90047
N -0.53140 1.07122 0.11853
N 0.68385 -0.00337 -1.28906
H -0.67026 1.92388 -0.40472
H -1.03325 1.00465 0.99250
H 0.05478 0.45577 -1.93215
H 1.15740 -0.85195 -1.56435
C 1.95165 -4.43833 -1.46916
O 2.39199 -5.48926 -1.21869
N 0.70777 -4.19642 -1.77917
N 2.57282 -3.34189 -1.32947
H 0.26770 -5.04287 -2.11077
H 0.06970 -3.70854 -1.16684
H 2.35070 -2.55860 -1.92715
H 3.44865 -3.52741 -0.86192
C 3.28791 -2.54460 3.00408
O 4.14220 -3.42287 3.10774
N 2.70330 -2.34894 1.83609
N 2.92827 -1.70687 3.96055
H 2.08277 -1.57647 1.64033
H 3.02091 -2.85327 1.02069
H 1.98862 -1.36820 3.81066
H 3.47290 -1.75999 4.80947
C 2.96825 -0.51082 -3.88883
O 2.43173 -1.48521 -3.35258
N 4.21695 -0.42529 -4.27266
N 2.29604 0.64604 -4.10292
H 4.66629 0.47844 -4.23450
H 4.82387 -1.22733 -4.36487
H 2.86766 1.38929 -4.47834
H 1.49001 0.74430 -3.50228
C -0.70038 -1.09190 3.74372
O -1.21359 -1.27810 4.81450
N 0.17145 -0.16683 3.48856
N -0.88383 -1.85128 2.69881
H 0.01635 0.65257 4.05830
H 0.24357 -0.19917 2.48166
H -1.29102 -2.75571 2.88932
H -0.33089 -1.66184 1.87511
C -3.76321 0.81103 0.31997
C -4.08784 0.68200 1.62752
C -4.48071 -0.60191 2.16572
C -4.43034 -1.62240 1.32944
C -3.99427 -1.53374 -0.03084
C -3.60955 -0.29248 -0.47285
O -3.43001 -0.00260 -1.74743
O -4.77163 -0.76931 3.46039
H -3.43974 1.77435 -0.04579
H -4.05814 1.58562 2.21829
H -4.73697 -2.59816 1.67624
H -4.02690 -2.36679 -0.71738
H -3.95434 -0.60118 -2.28442
H -4.38036 -0.10893 4.03693
C -1.71189 6.05342 0.23374
C -1.04665 4.77140 -0.24932
N -0.53027 3.85463 -0.65080
H -1.99090 6.68428 -0.61021
H -1.07204 6.59534 0.93016
H -2.55436 5.80008 0.87729
C 3.19902 2.04449 1.80349
C 2.62361 2.26168 3.11386
N 2.20527 2.48152 4.20927
H 4.14991 2.55034 1.63603
H 2.46916 2.25106 1.02071
H 3.18671 0.95464 1.81595
C -2.27344 2.63608 -4.95765
C -1.38753 1.93814 -3.97918
N -0.68906 1.43745 -3.19759
H -3.27441 2.28766 -4.70317
H -2.24767 2.28606 -5.98960
H -2.37619 3.71233 -4.81900